Record 1
The following is a DFT calculation (ωB97M-V/def2-TZVPD) of a structure of composition C53H34BrI3N5NdO2P.

```
! RIJCOSX wB97M-V def2-TZVPD def2/J DEFGRID3
* xyz 1 4
Nd 1.2398 -0.2890 0.7259
Br 4.3904 6.8995 0.8015
C 3.7149 5.1393 1.0615
C 3.5206 4.6740 2.3702
C 3.0879 3.3938 2.5713
C 2.8223 2.5140 1.4877
O 2.4060 1.3177 1.7143
C 2.9901 3.0197 0.1565
C 2.8431 2.2243 -1.0076
N 2.5858 0.9438 -1.0554
C 2.9229 0.2294 -2.2076
C 3.6503 0.7453 -3.2733
C 4.0829 -0.0521 -4.3337
C 3.8425 -1.3979 -4.3421
C 3.1034 -1.9831 -3.2955
C 2.8137 -3.3622 -3.2669
C 2.0898 -3.8767 -2.2250
C 1.6430 -3.0037 -1.2289
N 1.8697 -1.7053 -1.2332
C 2.6155 -1.1743 -2.2322
C 3.4460 4.3438 -0.0176
H 3.7211 5.3277 3.2061
H 2.9495 3.0036 3.5705
H 3.0446 2.7706 -1.9329
H 3.9366 1.7848 -3.3031
H 4.6367 0.4110 -5.1368
H 4.2179 -2.0257 -5.1324
H 3.1702 -3.9909 -4.0678
H 1.8624 -4.9284 -2.1618
H 1.0687 -3.3910 -0.3900
H 3.6158 4.7110 -1.0191
I 0.0668 1.6175 3.0887
C -2.0406 1.8850 3.5432
C -2.2974 2.1538 4.8666
C -3.5809 2.4858 5.3087
C -4.5858 2.5784 4.3915
C -4.3500 2.3297 3.0225
C -5.4186 2.5160 2.1238
C -5.2284 2.3531 0.7837
C -3.9847 1.9278 0.3202
C -2.9164 1.6640 1.1546
P -1.5499 0.7846 0.2239
C -1.3992 1.9918 -1.1504
C -0.4863 3.0045 -0.8459
C -0.2940 4.0712 -1.7051
C -1.0190 4.1449 -2.8842
C -1.8722 3.1106 -3.2285
C -2.0585 2.0360 -2.3741
C -2.5437 -0.7163 -0.1463
C -3.6067 -0.8826 -1.0230
C -4.2658 -2.0962 -1.1052
C -3.8972 -3.1587 -0.2969
C -2.8375 -3.0081 0.5849
C -2.1627 -1.8021 0.6483
C -3.0525 1.9271 2.5505
H -1.4829 2.1243 5.5737
H -3.7521 2.6919 6.3536
H -5.5815 2.8629 4.6960
H -6.3800 2.8111 2.5149
H -6.0259 2.5310 0.0797
H -3.8718 1.8064 -0.7446
H 0.0624 2.9724 0.0918
H 0.4049 4.8515 -1.4447
H -0.9165 5.0002 -3.5323
H -2.3993 3.1342 -4.1700
H -2.7215 1.2443 -2.6841
H -3.9436 -0.0784 -1.6528
H -5.0847 -2.2058 -1.7985
H -4.4333 -4.0949 -0.3536
H -2.5330 -3.8348 1.2123
H -1.3192 -1.6889 1.3369
I 5.0861 -3.6257 0.3941
C 3.7174 -3.7075 1.9983
C 3.7390 -4.7178 2.9444
C 2.8079 -4.7263 3.9599
I 2.9325 -6.2678 5.4045
C 1.7806 -3.7661 4.0137
C 0.7587 -3.7268 4.9818
C -0.2385 -2.7957 4.8751
C -0.2276 -1.8993 3.8013
N 0.7240 -1.8617 2.8853
C 1.7402 -2.7590 3.0019
C 2.7936 -2.6579 2.0255
O 2.8473 -1.6664 1.2182
H 4.4938 -5.4876 2.8952
H 0.7660 -4.4373 5.7941
H -1.0382 -2.7454 5.5960
H -1.0424 -1.1893 3.7078
N -1.8014 -2.0308 -7.1563
C -1.4434 -1.7949 -6.0963
C -1.0386 -1.4880 -4.7710
C -0.3778 -0.2950 -4.4847
C -0.0962 0.0073 -3.1626
N -0.4059 -0.7870 -2.1404
C -0.9755 -1.9560 -2.4329
C -1.3204 -2.3526 -3.7132
H -0.1155 0.3847 -5.2773
H 0.3880 0.9421 -2.9145
H -1.1905 -2.6090 -1.5976
H -1.8075 -3.2999 -3.8842
*
```

The expectation value of S² is 3.75. The strongest force on any atom is 0.037 hartree/bohr. The total energy comes out at -6834.16395 hartree.

Atom charges from the Löwdin analysis, given in e for atoms 1 to 5: atom 1 (Nd): 1.591, atom 2 (Br): 0.743, atom 3 (C): -0.677, atom 4 (C): -0.092, atom 5 (C): -0.029

---

Record 2
The following is a DFT calculation (ωB97M-V/def2-TZVPD) of a structure of composition C53H34F5IIrN3PS.

```
! RIJCOSX wB97M-V def2-TZVPD def2/J DEFGRID3
* xyz 1 1
Ir 0.1955 0.4630 -0.8301
C 2.1525 3.7012 1.4506
C 1.7543 2.4366 1.0046
N 0.8344 2.2712 0.0747
C 0.2510 3.3766 -0.4638
C 0.5539 4.6697 -0.0434
C 1.5490 4.8172 0.9379
C -0.1671 5.7777 -0.6109
C -1.1346 5.5778 -1.5291
C -1.4445 4.2537 -1.9923
C -2.4333 3.9745 -2.9495
C -2.6552 2.6757 -3.3266
C -1.8769 1.6595 -2.7631
N -0.9274 1.9073 -1.8823
C -0.7296 3.1749 -1.4775
H 2.9252 3.7710 2.2023
H 2.1929 1.5475 1.4202
H 1.8219 5.8072 1.2808
H 0.0751 6.7752 -0.2685
H -1.6926 6.4103 -1.9375
H -3.0142 4.7843 -3.3722
H -3.4156 2.4208 -4.0504
H -2.0299 0.6258 -3.0410
I -0.3772 -1.6632 -2.4699
C -0.4943 -3.4020 -1.3437
C -1.4603 -4.2577 -1.7977
C -1.5185 -5.5803 -1.3252
C -0.5582 -6.0097 -0.4628
C 0.4523 -5.1348 0.0065
C 1.4899 -5.6697 0.8061
C 2.5430 -4.8938 1.1699
C 2.5146 -3.5176 0.8777
C 1.4743 -2.9091 0.2116
P 1.4713 -1.0599 0.4389
C 3.2684 -0.7558 0.2473
C 4.0536 -0.2006 1.2530
C 5.4118 0.0134 1.0488
C 5.9950 -0.3390 -0.1572
C 5.2213 -0.9134 -1.1583
C 3.8677 -1.1176 -0.9588
C 1.1833 -0.8365 2.2392
C 0.4187 0.2543 2.6489
C 0.2412 0.5446 3.9948
C 0.8335 -0.2520 4.9586
C 1.5923 -1.3473 4.5680
C 1.7615 -1.6398 3.2260
C 0.4701 -3.7592 -0.3677
H -2.1695 -3.9310 -2.5464
H -2.2866 -6.2473 -1.6904
H -0.5317 -7.0411 -0.1353
H 1.4424 -6.7157 1.0814
H 3.3821 -5.3068 1.7127
H 3.3476 -2.9198 1.2163
H 3.6250 0.0304 2.2212
H 6.0132 0.4387 1.8415
H 7.0528 -0.1759 -0.3156
H 5.6712 -1.2002 -2.0994
H 3.2745 -1.5664 -1.7445
H -0.0604 0.8751 1.9092
H -0.3734 1.3882 4.2821
H 0.7011 -0.0293 6.0093
H 2.0544 -1.9815 5.3130
H 2.3328 -2.5169 2.9677
N -1.5604 0.0915 0.0885
C -2.4222 0.0130 0.9986
C -3.4695 1.0923 1.1236
C -4.8284 0.8092 1.2264
C -5.7572 1.8388 1.2977
C -5.3347 3.1609 1.2864
C -3.9805 3.4519 1.1875
C -3.0569 2.4208 1.0982
C -2.4907 -1.1269 1.9858
C -3.1100 -1.0049 3.2270
C -3.0536 -2.0450 4.1472
C -2.3870 -3.2195 3.8337
C -1.7784 -3.3547 2.5907
C -1.8365 -2.3151 1.6797
H -5.1603 -0.2222 1.2340
H -6.8125 1.6085 1.3665
H -6.0582 3.9619 1.3648
H -3.6450 4.4821 1.1796
H -1.9978 2.6383 1.0154
H -3.6148 -0.0844 3.4907
H -3.5323 -1.9357 5.1120
H -2.3471 -4.0293 4.5508
H -1.2589 -4.2711 2.3341
H -1.3820 -2.4081 0.7035
F 0.5362 0.3924 -7.9425
C 0.8640 0.5578 -6.6681
C 0.6139 1.7626 -6.0341
F 0.0453 2.7613 -6.7082
C 0.9569 1.9216 -4.7040
F 0.7214 3.1199 -4.1586
C 1.5442 0.9038 -3.9513
S 2.0495 1.1634 -2.2811
C 1.8066 -0.2815 -4.6345
F 2.4223 -1.2949 -4.0167
C 1.4693 -0.4677 -5.9641
F 1.7300 -1.6240 -6.5690
*
```

The strongest force on any atom is 0.039 hartree/bohr. The total energy comes out at -3845.09852 hartree. For the energy above the lowest of the compared OMol25 structures with the same formula, charge and spin, the calculation gives 0.351 eV.

Atom charges from the Löwdin analysis, given in e for atoms 1 to 5: atom 1 (Ir): 0.763, atom 2 (C): 0.005, atom 3 (C): -0.097, atom 4 (N): -0.071, atom 5 (C): -0.165

---

What is the strongest force on any atom in the first record? 0.037 hartree/bohr

---

Among the records above, which one has the lowest strongest force on any atom? C53H34BrI3N5NdO2P

---

strongest force on any atom of number 1 (C53H34BrI3N5NdO2P)? 0.037 hartree/bohr